The following is a quantum chemistry calculation of a 6-piece molecular cluster, C36H64Cl10N6O4PS2 overall at a distorted geometry, from OMol25.

Results
LUMO: -2.78 eV
charge: +1

Each line ends with the Mulliken charge.
Atoms and positions in Å:
C 7.03 -2.53 -0.02  -0.857
C 6.78 -3.40 -1.25  -0.369
C 6.17 -2.66 -2.40  0.512
O 6.76 -2.48 -3.42  -0.558
O 4.91 -2.22 -2.21  -0.192
C 4.62 -1.04 -2.99  -1.332
C 3.38 -0.28 -2.58  -1.318
C 3.35 0.40 -1.18  4.585
C 4.75 0.52 -0.58  -1.101
C 5.62 1.57 -1.26  -1.200
N 7.05 1.27 -0.99  -0.523
O 2.93 1.76 -1.36  -0.548
C 1.56 2.06 -1.27  -1.772
C 0.81 1.74 -2.61  -1.006
C 0.08 2.94 -3.19  0.076
C -1.29 2.86 -3.46  -0.183
C -2.01 3.94 -3.96  -0.358
C -1.35 5.14 -4.18  -0.750
C 0.03 5.22 -3.94  -0.743
C 0.74 4.14 -3.44  -0.360
C 0.90 1.47 -0.01  1.672
C 1.47 2.04 1.31  -1.365
C 2.21 3.37 1.23  -1.215
O 2.50 3.80 2.55  -0.592
P -0.89 2.06 -0.02  0.100
S -1.09 3.98 0.04  -0.301
N 1.04 -0.03 -0.13  0.671
C 0.21 -0.83 0.85  -1.141
C 0.73 -1.01 2.26  1.664
C -0.23 -1.98 2.99  0.238
C 0.12 -3.45 2.82  -0.327
N -0.51 -4.18 3.93  -0.041
C 0.14 -4.00 5.19  0.490
N -0.51 -3.84 6.26  -0.714
N 1.55 -3.97 5.27  -0.530
C 2.49 -0.39 -0.14  -2.609
N 2.52 -1.82 -0.50  -0.460
C 3.11 -2.60 0.22  0.327
S 3.74 -3.64 1.17  -0.358
H 7.69 -1.69 -0.22  0.371
H 6.11 -2.11 0.40  -0.004
H 7.46 -3.14 0.76  0.357
H 6.15 -4.24 -0.97  0.253
H 7.74 -3.79 -1.58  0.344
H 5.52 -0.43 -3.02  0.431
H 4.46 -1.36 -4.02  0.621
H 2.49 -0.89 -2.74  0.286
H 3.32 0.52 -3.30  0.478
H 5.24 -0.44 -0.51  -1.080
H 4.63 0.87 0.45  1.097
H 5.39 2.55 -0.88  0.361
H 5.47 1.57 -2.34  0.528
H 7.47 2.05 -0.51  0.251
H 7.56 1.18 -1.86  0.237
H 1.48 3.14 -1.19  1.407
H 1.52 1.43 -3.36  0.423
H 0.07 0.93 -2.51  0.604
H -1.82 1.93 -3.27  0.317
H -3.07 3.81 -4.12  0.060
H -1.90 5.99 -4.55  0.436
H 0.55 6.15 -4.11  0.398
H 1.80 4.25 -3.24  0.443
H 2.12 1.34 1.83  0.270
H 0.63 2.19 1.98  0.690
H 3.14 3.25 0.68  0.176
H 1.64 4.14 0.73  0.381
H 1.78 4.38 2.81  0.389
H -1.36 1.51 1.17  0.123
H -1.59 1.39 -1.04  0.225
H 0.70 -0.32 -1.05  0.618
H -0.80 -0.46 0.90  0.216
H 0.14 -1.82 0.41  0.309
H 1.77 -1.31 2.34  -0.137
H 0.64 -0.07 2.81  -0.322
H -1.22 -1.75 2.61  -0.073
H -0.23 -1.66 4.03  -0.535
H -0.37 -3.81 1.91  0.541
H 1.20 -3.58 2.77  -0.296
H -0.62 -5.16 3.68  -0.048
H -1.51 -3.84 6.04  0.269
H 2.00 -4.36 4.46  0.269
H 1.90 -3.05 5.50  0.261
H 2.94 -0.29 0.84  1.399
Cl -3.12 -0.31 4.36  -0.089
C -4.64 -0.13 3.44  -0.508
C -4.53 -0.74 2.06  -0.668
Cl -3.40 0.18 1.04  -0.078
H -4.87 0.93 3.38  0.326
H -5.42 -0.63 4.00  0.354
H -5.50 -0.72 1.57  0.395
H -4.19 -1.77 2.11  0.326
Cl 0.60 -0.21 5.73  -0.108
C 1.37 1.39 5.52  -0.077
C 1.10 2.30 6.69  -0.544
Cl -0.61 2.79 6.76  -0.176
H 1.01 1.82 4.59  -0.100
H 2.44 1.21 5.42  0.353
H 1.69 3.21 6.58  0.350
H 1.36 1.82 7.63  0.366
Cl -5.17 2.45 -3.93  -0.222
C -6.61 3.51 -3.81  -0.115
C -7.06 3.98 -5.16  -0.410
Cl -5.90 5.11 -5.90  -0.201
H -6.35 4.34 -3.16  0.329
H -7.40 2.92 -3.34  0.049
H -8.00 4.51 -5.06  0.311
H -7.20 3.15 -5.85  0.256
Cl -10.20 2.07 -2.48  -0.182
C -11.46 2.35 -3.71  -0.492
C -11.13 1.68 -5.02  -0.454
Cl -9.74 2.45 -5.83  -0.162
H -11.58 3.42 -3.83  0.316
H -12.39 1.94 -3.32  0.342
H -11.98 1.77 -5.70  0.315
H -10.90 0.63 -4.89  0.323
Cl -1.66 -6.92 3.08  -0.171
C -1.50 -8.48 2.21  -0.449
C -0.76 -8.32 0.91  -0.477
Cl -1.70 -7.38 -0.29  -0.180
H -2.50 -8.87 2.06  0.348
H -0.95 -9.15 2.86  0.297
H -0.58 -9.30 0.47  0.346
H 0.19 -7.81 1.05  0.307


The following is a quantum chemistry calculation of an isolated ion of composition C5H14N3 and charge +1 at a distorted geometry, from OMol25.

Results
SMILES: C[C@@H](N)C[C@H](N)C=[NH2+]
LUMO: -7.14 eV
charge: +1

Each line ends with the natural charge from an NBO analysis.
Atoms and positions in Å:
C 0.92 2.55 1.27  -0.604
C 0.23 1.53 0.27  -0.093
N 0.65 1.63 -1.18  -0.818
C 0.45 0.14 0.78  -0.297
C -0.45 -0.92 -0.26  -0.261
N -1.79 -0.21 -0.31  -0.705
C -0.33 -2.28 -0.05  0.461
N 0.18 -3.13 -1.13  -0.831
H 0.47 3.56 1.18  0.239
H 2.00 2.68 1.06  0.229
H 0.89 2.24 2.27  0.212
H -0.84 1.79 0.32  0.228
H -0.08 1.86 -1.78  0.374
H 1.07 0.75 -1.46  0.341
H 1.54 -0.16 0.82  0.239
H 0.00 0.08 1.81  0.239
H -0.06 -0.68 -1.23  0.242
H -2.38 -0.67 0.44  0.366
H -2.21 -0.65 -1.12  0.369
H -0.61 -2.84 0.87  0.215
H -0.54 -3.59 -1.74  0.453
H 0.89 -3.68 -0.84  0.403


The following is a quantum chemistry calculation of a 3-piece molecular cluster, C4H13NO3 overall at a distorted geometry, from OMol25.

Results
SMILES: CCNCC=O.O.O
LUMO: 0.26 eV

Each line ends with the natural charge from an NBO analysis.
Atoms and positions in Å:
C 1.38 0.32 0.38  -0.626
C 0.28 -0.48 1.05  -0.220
N -0.89 -0.65 0.21  -0.645
C -1.01 -2.01 -0.33  -0.342
C -1.94 -2.85 0.57  0.442
O -1.91 -4.05 0.64  -0.528
H 2.31 0.31 0.96  0.219
H 0.99 1.34 0.27  0.204
H 1.60 0.00 -0.64  0.195
H 0.03 0.09 1.96  0.186
H 0.66 -1.42 1.48  0.186
H -0.80 -0.14 -0.68  0.395
H -1.44 -2.09 -1.33  0.223
H -0.08 -2.57 -0.46  0.192
H -2.71 -2.22 1.07  0.106
O 1.36 4.18 1.02  -0.948
H 1.28 4.93 1.62  0.478
H 1.40 4.46 0.12  0.472
O -0.32 0.67 -2.42  -0.953
H -0.55 0.87 -3.33  0.484
H 0.38 1.30 -2.17  0.481


The following is a quantum chemistry calculation of C12H13Fe2I2NO6S as an isolated structure at a distorted geometry, from OMol25.

Results
LUMO (spin up / spin down): -17.05 / -18.50 eV
charge: +4
expectation value of S²: 30.37
spin multiplicity: 11

Each line ends with the Löwdin spin population.
Atoms and positions in Å:
I -1.73 2.72 -1.04  0.974
I -0.83 0.35 3.28  1.180
Fe 0.14 -0.45 1.30  3.702
Fe -0.34 0.81 -0.84  3.232
S -1.60 -0.70 0.03  0.547
C -0.39 0.13 -2.54  0.049
C 1.06 1.97 -2.02  -0.105
C -1.90 -2.54 -0.78  0.077
C -2.47 -3.38 0.35  0.017
C -0.58 -3.05 -1.31  0.029
C -2.95 -2.32 -1.87  0.012
C 2.16 -0.33 2.02  0.083
C 0.16 -2.20 1.79  0.102
O 1.58 1.75 -3.08  -0.105
O -0.79 -0.07 -3.62  0.043
O 3.02 -0.95 2.51  0.020
O 0.46 -3.12 2.44  0.033
H -2.77 -4.36 -0.03  0.006
H -3.35 -2.89 0.78  0.002
H -1.74 -3.54 1.16  0.001
H -0.73 -4.05 -1.75  0.010
H 0.17 -3.13 -0.51  0.003
H -0.17 -2.38 -2.09  0.002
H -3.25 -3.29 -2.29  0.005
H -2.56 -1.70 -2.69  0.001
H -3.84 -1.83 -1.45  0.002
O 2.23 1.48 2.74  0.080
C 2.01 2.33 1.85  0.010
C 2.45 3.78 1.99  0.005
C 2.15 4.37 0.64  -0.002
C 1.64 3.20 -0.10  0.003
O 1.50 3.23 -1.39  -0.077
N 1.44 2.10 0.62  0.058
H 1.91 4.28 2.80  0.000
H 3.52 3.84 2.24  0.000
H 1.36 5.13 0.71  0.000
H 3.03 4.80 0.14  0.000


The following is a quantum chemistry calculation of C19H42CeNOP3Se as an isolated structure at a distorted geometry, from OMol25.

Results
LUMO (spin up / spin down): -10.25 / -10.17 eV
charge: +3
expectation value of S²: 0.75
spin multiplicity: 2

Each line ends with the Löwdin spin population.
Atoms and positions in Å:
Ce 1.30 0.13 -0.74  1.032
P 0.09 1.73 1.62  -0.004
P 1.57 -1.07 2.08  -0.004
P -1.31 1.61 -1.27  -0.006
H 1.11 -4.56 -3.66  0.000
C 1.43 -3.58 -4.08  0.000
C 1.55 -2.42 -3.50  0.000
H 1.49 -2.28 -2.41  0.000
C -1.37 1.32 2.63  -0.001
C 1.23 2.13 2.95  0.000
C -0.37 3.48 1.43  -0.001
C 1.72 -2.70 1.23  0.000
C 3.03 -1.04 3.08  -0.001
C 0.29 -1.47 3.36  -0.001
C -1.85 0.70 -2.76  -0.001
C -1.10 3.31 -1.86  -0.001
C -2.89 1.73 -0.32  -0.001
H 1.68 -3.68 -5.17  0.000
H 1.73 -1.55 -4.11  0.000
H -1.45 2.15 3.33  0.000
H -1.27 0.40 3.19  0.000
H -2.29 1.25 2.06  0.000
H 0.72 2.87 3.56  0.000
H 2.15 2.58 2.58  0.000
H 1.48 1.30 3.60  0.000
H -0.62 3.80 2.45  0.000
H -1.25 3.68 0.81  0.000
H 0.47 4.09 1.07  0.000
H 2.22 -3.35 1.94  0.000
H 2.33 -2.63 0.31  0.000
H 0.74 -3.14 0.96  0.000
H 3.02 -1.90 3.74  0.000
H 3.07 -0.14 3.68  0.000
H 3.91 -1.07 2.44  0.000
H 0.70 -2.27 3.98  0.000
H -0.65 -1.78 2.90  0.000
H 0.12 -0.59 3.99  0.000
H -2.81 1.10 -3.11  0.000
H -1.96 -0.37 -2.56  0.000
H -1.08 0.82 -3.53  0.000
H -1.75 3.46 -2.73  0.000
H -0.06 3.47 -2.15  0.000
H -1.36 4.05 -1.10  0.000
H -3.73 1.85 -1.02  0.000
H -2.89 2.57 0.36  0.000
H -3.05 0.81 0.25  0.000
C -2.11 -2.93 -0.61  -0.001
C -1.37 -4.04 -1.06  -0.001
C -1.96 -4.85 -2.04  0.000
C -3.33 -4.80 -2.27  -0.001
C -4.11 -3.81 -1.64  0.000
C -3.50 -2.89 -0.77  -0.001
Se -1.22 -1.38 0.06  -0.004
H -0.40 -1.07 -1.37  0.001
H -0.35 -4.23 -0.70  0.000
H -1.37 -5.53 -2.63  0.000
H -3.83 -5.53 -2.89  0.000
H -5.17 -3.71 -1.81  0.000
H -4.05 -2.11 -0.25  0.000
C 2.65 4.52 -0.39  0.000
C 2.96 3.08 -0.31  0.000
N 4.08 2.65 0.28  0.000
O 2.22 2.18 -0.84  -0.004
H 2.77 4.96 0.60  0.000
H 1.63 4.66 -0.74  0.000
H 3.35 5.02 -1.07  0.000
H 4.30 1.66 0.35  0.000
H 4.78 3.34 0.58  0.000